<1>
Entry from the Open Molecules 2025 dataset: 2 unconnected molecules or ions with the total composition C2H4Cl4 (wB97M-V/def2-TZVPD).

Cartesian coordinates (Å):
1 Cl 16.13 -28.82 5.49
2 Cl 14.18 -30.24 7.16
3 Cl 15.52 -27.62 10.75
4 Cl 14.07 -26.26 8.58
5 C 14.46 -28.90 6.03
6 C 15.58 -27.02 9.07
7 H 15.80 -27.86 8.43
8 H 16.38 -26.28 9.02
9 H 14.23 -27.99 6.56
10 H 13.81 -29.05 5.18

Computed properties:
* SMILES string: ClCCl.ClCCl
* net charge: 0

---

<2>
Entry from the Open Molecules 2025 dataset: 2 unconnected molecules or ions with the total composition C2H4Cl4 (wB97M-V/def2-TZVPD).

Cartesian coordinates (Å):
1 Cl -3.35 0.08 3.22
2 Cl 4.44 -0.88 -1.14
3 Cl 1.64 -0.11 -1.40
4 Cl -3.88 2.49 1.68
5 C 2.91 -1.20 -1.99
6 C -2.81 1.06 1.83
7 H 2.62 -2.25 -1.95
8 H -2.78 0.46 0.91
9 H 2.97 -1.03 -3.07
10 H -1.78 1.39 1.91

Computed properties:
* SMILES string: ClCCl.ClCCl
* net charge: 0

---

Q: What are the energies relative to the best structure? A: <1> 0.000; <2> 0.317, in eV.

---

<1>
Entry from the Open Molecules 2025 dataset: a molecular structure, C3H8N3O (wB97M-V/def2-TZVPD).

Cartesian coordinates (Å):
1 O -2.24 2.03 -0.13
2 N -1.26 1.45 -0.46
3 N 1.09 -0.14 -0.78
4 N -0.14 -0.54 -1.36
5 C -1.20 0.02 -0.46
6 C -0.11 0.19 1.22
7 C 1.08 -0.50 0.67
8 H 1.09 -1.63 0.79
9 H -0.08 1.25 1.21
10 H -0.36 -1.46 -1.72
11 H -2.14 -0.53 -0.24
12 H 1.13 0.90 -0.75
13 H 1.93 -0.60 -1.19
14 H -0.71 -0.31 2.08
15 H 1.92 -0.12 1.13

Computed properties:
* net charge: +1

---

<2>
Entry from the Open Molecules 2025 dataset: a gas-phase ion, C3H8N3O (charge +1) (wB97M-V/def2-TZVPD).

Cartesian coordinates (Å):
1 O -0.91 -1.35 0.38
2 N 0.80 0.32 -0.76
3 N -2.60 0.13 0.26
4 N 2.55 -0.95 0.37
5 C -1.38 -0.27 0.18
6 C -0.48 0.92 -0.42
7 C 1.52 -0.12 0.25
8 H -2.82 0.88 -0.28
9 H -0.87 1.59 -1.30
10 H -0.39 1.59 0.43
11 H 1.26 0.38 1.12
12 H -3.42 -0.43 0.60
13 H 0.85 -0.08 -1.73
14 H 2.95 -0.97 1.23
15 H 2.95 -1.63 -0.31

Computed properties:
* SMILES string: N/C=[NH+]/CC(N)=O
* net charge: +1

---

Q: What are the energies relative to the best structure? A: <1> 6.064; <2> 0.000, in eV.

---

<1>
Entry from the Open Molecules 2025 dataset: a gas-phase ion, C3H8N3O (charge +1) (wB97M-V/def2-TZVPD).

Cartesian coordinates (Å):
1 O -0.81 1.42 1.92
2 N 0.32 -0.70 1.61
3 N -1.23 -0.16 -1.00
4 N 0.83 1.23 -0.91
5 C -0.21 0.53 1.40
6 C 0.83 -1.01 0.31
7 C 0.10 0.21 -0.25
8 H 0.66 -2.05 -0.14
9 H -1.12 0.24 -1.88
10 H -1.19 -1.18 -0.94
11 H 1.89 -1.04 0.41
12 H 0.54 2.11 -0.74
13 H -1.96 0.21 -0.35
14 H 0.54 -1.00 2.53
15 H 0.80 1.19 -1.96

Computed properties:
* SMILES string: N[C@@]1([NH3+])CNC1=O
* net charge: +1

---

<2>
Entry from the Open Molecules 2025 dataset: a molecular structure, C3H8N3O (wB97M-V/def2-TZVPD).

Cartesian coordinates (Å):
1 O -0.79 -1.23 2.40
2 N 0.63 0.16 1.19
3 N 0.24 -0.06 -1.12
4 N -0.62 1.20 -1.14
5 C -0.33 -0.88 1.32
6 C -0.70 -1.39 -0.07
7 C 1.27 0.21 -0.10
8 H 1.09 0.40 1.97
9 H -1.68 -1.30 -0.32
10 H -0.08 -2.24 -0.26
11 H 1.70 1.11 -0.25
12 H -1.26 1.23 -0.27
13 H -0.27 2.22 -1.15
14 H 1.99 -0.65 -0.26
15 H -1.19 1.21 -1.93

Computed properties:
* net charge: +1

---

<3>
Entry from the Open Molecules 2025 dataset: 2 unconnected molecules or ions with the total composition C3H8N3O (wB97M-V/def2-TZVPD).

Cartesian coordinates (Å):
1 O 0.52 -0.36 -1.80
2 N -1.83 0.07 2.56
3 N 0.25 -0.03 2.11
4 N -0.32 0.05 0.95
5 C -0.62 -0.05 3.08
6 C 1.19 0.09 -3.00
7 C -1.64 0.11 1.28
8 H 2.21 0.62 -2.88
9 H 1.31 -0.08 2.30
10 H 0.79 0.92 -3.58
11 H -0.32 -0.14 4.18
12 H -0.35 -0.78 -2.02
13 H -0.05 0.01 -0.01
14 H 1.28 -0.75 -3.69
15 H -2.42 0.34 0.51

Computed properties:
* net charge: +1

---

<4>
Entry from the Open Molecules 2025 dataset: a molecular structure, C3H8N3O (wB97M-V/def2-TZVPD).

Cartesian coordinates (Å):
1 O -0.05 0.60 -1.38
2 N 1.49 -0.91 1.09
3 N -2.17 0.74 -0.30
4 N 1.81 -0.37 2.16
5 C 1.02 -0.31 -1.12
6 C 0.52 -0.78 0.22
7 C -0.76 0.74 -0.05
8 H -0.05 -1.66 0.13
9 H 1.11 -1.15 -1.84
10 H 2.72 -0.79 2.51
11 H -2.33 1.69 -0.40
12 H -0.43 1.59 0.47
13 H -2.69 0.30 0.51
14 H 2.01 0.22 -0.98
15 H -2.20 0.09 -1.00

Computed properties:
* net charge: +1

---

Q: What are the energies relative to the best structure? A: <1> 0.000; <2> 1.771; <3> 0.173; <4> 3.763, in eV.

---

<1>
Entry from the Open Molecules 2025 dataset: 2 unconnected molecules or ions with the total composition C3H8N3O (wB97M-V/def2-TZVPD).

Cartesian coordinates (Å):
1 O 1.80 0.18 -0.61
2 N -0.86 0.35 -0.33
3 N -3.01 0.53 -0.19
4 N -1.35 -0.86 0.07
5 C -2.70 -0.69 0.14
6 C -1.88 1.20 -0.46
7 C 2.65 -0.17 0.46
8 H 3.71 -0.49 0.15
9 H 2.22 -1.17 0.83
10 H 0.15 0.42 -0.46
11 H -1.74 2.23 -0.79
12 H 2.20 0.95 -1.00
13 H -0.79 -1.70 0.36
14 H 3.02 0.53 1.18
15 H -3.41 -1.30 0.64

Computed properties:
* net charge: +1

---

<2>
Entry from the Open Molecules 2025 dataset: a molecular structure, C3H8N3O (wB97M-V/def2-TZVPD).

Cartesian coordinates (Å):
1 O -0.25 1.90 -1.50
2 N -0.82 -1.58 -1.32
3 N -0.27 1.64 1.48
4 N 0.28 -0.72 0.64
5 C 0.17 1.07 -0.79
6 C 0.53 0.96 0.66
7 C 0.25 -0.85 -0.94
8 H -1.24 1.51 1.61
9 H -1.53 -0.98 -1.60
10 H 1.15 -1.28 0.79
11 H 0.15 1.89 2.35
12 H 1.55 1.10 0.90
13 H -0.63 -2.18 -2.12
14 H -0.48 -1.21 1.21
15 H 1.15 -1.27 -1.37

Computed properties:
* net charge: +1

---

Q: What are the energies relative to the best structure? A: <1> 0.000; <2> 0.990, in eV.

---

<1>
Entry from the Open Molecules 2025 dataset: 5 unconnected molecules or ions with the total composition C20H25N5 (wB97M-V/def2-TZVPD).

Cartesian coordinates (Å):
1 N -2.77 -1.62 0.12
2 N 5.81 1.36 -2.44
3 N 1.53 -3.02 1.40
4 N -3.76 2.83 2.65
5 N 0.14 -1.10 -0.83
6 C -2.77 3.44 3.26
7 C 5.17 2.58 -2.60
8 C -3.50 -1.26 1.35
9 C 4.74 0.53 -1.88
10 C 3.76 2.34 -2.83
11 C -3.72 2.71 1.25
12 C -0.73 -0.43 -2.68
13 C -4.50 -3.06 0.39
14 C 3.50 1.02 -2.36
15 C 2.51 -1.08 1.82
16 C 3.34 -1.89 0.86
17 C -0.73 0.64 -1.68
18 C -2.58 3.34 0.93
19 C 1.38 -1.80 2.10
20 C 0.09 0.25 -0.67
21 C -1.94 3.87 2.29
22 C -0.32 -1.57 -2.04
23 C 2.61 -3.04 0.57
24 C -3.49 -2.65 -0.48
25 C -4.43 -2.15 1.57
26 H 4.25 -1.55 0.39
27 H 6.79 1.23 -2.33
28 H -0.90 1.60 -1.96
29 H 0.74 -1.52 -0.09
30 H 5.70 3.52 -2.94
31 H -2.06 3.32 -0.09
32 H -5.15 -2.28 2.40
33 H 2.98 -3.82 0.07
34 H -1.07 4.55 2.34
35 H -1.72 -1.22 -0.23
36 H 2.81 -0.08 2.17
37 H -4.55 2.16 3.03
38 H -5.10 -3.95 0.23
39 H 0.50 0.89 0.11
40 H -2.70 3.60 4.30
41 H 2.50 0.58 -1.99
42 H 3.08 3.09 -3.23
43 H -3.02 -2.99 -1.43
44 H 0.82 -3.74 1.30
45 H 4.87 -0.50 -1.38
46 H -4.27 2.04 0.75
47 H -1.23 -0.49 -3.76
48 H -2.97 -0.54 2.08
49 H 0.64 -1.61 2.66
50 H -0.27 -2.52 -2.48

Computed properties:
* SMILES string: c1cc[nH]c1.c1cc[nH]c1.c1cc[nH]c1.c1cc[nH]c1.c1cc[nH]c1
* net charge: 0

---

<2>
Entry from the Open Molecules 2025 dataset: 5 unconnected molecules or ions with the total composition C20H25N5 (wB97M-V/def2-TZVPD).

Cartesian coordinates (Å):
1 N -4.88 0.11 -0.15
2 N -0.58 4.80 0.69
3 N -1.61 -1.01 -0.91
4 N 4.95 -1.67 -0.80
5 N -0.16 -1.46 1.83
6 C 0.72 5.22 0.68
7 C -5.26 -0.78 -1.15
8 C -5.01 -2.06 -0.76
9 C 0.03 -2.51 3.78
10 C -0.95 0.18 -0.63
11 C 1.03 -1.32 3.69
12 C 4.29 -0.52 -0.42
13 C 0.83 -0.79 2.38
14 C 5.40 -1.60 -2.10
15 C 1.35 4.61 -0.37
16 C 5.16 -0.33 -2.57
17 C -0.66 -2.56 2.55
18 C -0.80 -1.94 -1.70
19 C 4.30 0.34 -1.42
20 C -4.34 -0.62 0.84
21 C 0.39 -1.38 -1.88
22 C 0.26 3.81 -1.10
23 C -4.36 -1.97 0.51
24 C -0.85 3.75 -0.26
25 C 0.40 -0.08 -1.20
26 H -3.90 -0.20 1.64
27 H -2.48 -1.17 -0.57
28 H 1.37 0.45 -1.09
29 H 4.14 -0.46 0.66
30 H -5.11 -3.01 -1.32
31 H 5.74 -2.52 -2.48
32 H -0.08 -3.20 4.53
33 H -1.24 -3.18 2.11
34 H -5.09 0.99 0.11
35 H 0.37 3.09 -1.90
36 H -0.35 -1.28 0.84
37 H -5.55 -0.40 -2.20
38 H 1.10 5.90 1.34
39 H 5.26 0.10 -3.62
40 H -3.91 -2.66 1.06
41 H 1.35 -0.20 1.89
42 H 1.68 -0.83 4.61
43 H 1.13 -1.88 -2.33
44 H 3.92 1.39 -1.33
45 H -1.79 3.19 -0.13
46 H 2.52 4.79 -0.69
47 H -1.39 0.90 -0.01
48 H 5.04 -2.47 -0.11
49 H -1.30 -2.74 -1.91
50 H -1.09 5.17 1.35

Computed properties:
* SMILES string: c1cc[nH]c1.c1cc[nH]c1.c1cc[nH]c1.c1cc[nH]c1.c1cc[nH]c1
* net charge: 0

---

<3>
Entry from the Open Molecules 2025 dataset: 5 unconnected molecules or ions with the total composition C20H25N5 (wB97M-V/def2-TZVPD).

Cartesian coordinates (Å):
1 N -2.61 3.74 -2.29
2 N 4.33 2.39 0.77
3 N 1.99 -1.42 5.17
4 N -0.64 0.92 -1.48
5 N -3.52 -6.02 -1.52
6 C 2.05 -2.73 5.53
7 C -1.66 0.01 -1.47
8 C -0.61 3.81 -3.28
9 C 1.04 -3.42 4.88
10 C -0.04 0.90 -0.24
11 C 0.94 -1.23 4.28
12 C 5.83 3.30 -0.54
13 C 5.68 2.54 0.60
14 C 0.38 -2.47 4.09
15 C -0.56 -0.18 0.43
16 C -0.51 4.39 -1.99
17 C -1.76 4.34 -1.40
18 C -3.20 -3.86 -1.91
19 C -2.61 -5.10 -1.98
20 C -4.67 -5.36 -1.18
21 C 3.64 3.08 -0.19
22 C -1.90 3.38 -3.41
23 C -1.62 -0.74 -0.31
24 C 4.57 3.62 -1.05
25 C -4.49 -4.01 -1.37
26 H -2.73 -2.91 -2.13
27 H -3.42 -7.01 -1.56
28 H 0.36 4.87 -1.59
29 H -2.28 -0.04 -2.35
30 H 6.42 2.13 1.27
31 H 3.92 1.75 1.43
32 H -1.65 -5.46 -2.30
33 H 6.74 3.60 -1.02
34 H -5.53 -5.86 -0.75
35 H -5.14 -3.21 -1.04
36 H -0.46 -2.65 3.43
37 H 2.63 -0.70 5.42
38 H -2.12 4.69 -0.45
39 H -3.57 3.49 -2.13
40 H -0.10 -0.49 1.36
41 H -2.43 2.92 -4.23
42 H 2.87 -3.08 6.14
43 H 0.70 -0.28 3.84
44 H 0.70 1.64 0.02
45 H 2.56 3.06 -0.15
46 H -0.73 1.75 -2.05
47 H -2.23 -1.60 -0.08
48 H 4.37 4.10 -1.99
49 H 0.09 3.90 -4.09
50 H 0.98 -4.49 4.85

Computed properties:
* SMILES string: c1cc[nH]c1.c1cc[nH]c1.c1cc[nH]c1.c1cc[nH]c1.c1cc[nH]c1
* net charge: 0

---

Q: What are the energies relative to the best structure? A: <1> 5.315; <2> 5.835; <3> 0.000, in eV.